Record 1
71
Properties=species:S:1:pos:R:3:forces:R:3:lowdin_charge:R:1 method="wB97M-V/def2-TZVPD" mol_weight_g_mol=454.61 gap_ev=3.027 multiplicity=1 relative_energy_kcal_mol=0.0 e_tot_ev=-39781.5518
C -4.569 3.202 -0.164 -0.3654 -0.1440 0.1323 -0.080
C -3.246 3.890 -0.374 0.0903 -0.2436 0.0973 -0.235
O -2.284 3.170 0.432 -0.6534 0.3616 -0.4777 -0.022
C -1.034 3.655 0.288 1.1757 0.2225 -0.3107 -0.472
C -0.020 3.131 1.178 -1.1679 -0.3702 0.0159 -0.054
C 1.313 3.828 1.215 -0.0940 -0.4401 -0.0843 -0.396
C 1.165 5.203 1.858 0.0755 0.0346 0.0826 -0.056
C 1.946 3.942 -0.170 0.1156 0.1692 -0.0169 -0.070
C -0.477 2.415 2.355 0.1364 -0.1084 -0.9961 -0.471
O -1.429 1.651 2.468 0.3018 0.2814 0.1695 0.041
O 0.366 2.681 3.394 -0.2236 -0.5111 1.1312 -0.054
C 0.013 1.980 4.609 0.5256 0.0771 -0.4577 -0.227
C -1.049 2.722 5.382 -0.3481 0.0048 -0.1801 -0.073
O -0.804 4.526 -0.559 -0.3945 -0.1908 0.2288 0.016
H -5.361 3.692 -0.741 0.1553 -0.0408 0.0421 0.074
H -4.511 2.155 -0.482 -0.0337 0.1484 0.0967 0.066
H -4.858 3.228 0.895 0.0932 -0.0659 -0.2314 0.081
H -2.939 3.864 -1.428 -0.0470 0.0706 0.2851 0.119
H -3.287 4.941 -0.055 0.1163 -0.2378 -0.1032 0.127
H 1.962 3.205 1.842 0.0112 0.2299 -0.0568 0.129
H 0.740 5.099 2.862 0.1724 0.1197 -0.1500 0.075
H 2.152 5.671 1.914 -0.1010 0.2361 0.1139 0.074
H 0.492 5.814 1.249 0.1768 0.0204 0.0743 0.083
H 2.123 2.947 -0.600 -0.0375 0.1694 0.0113 0.051
H 1.261 4.504 -0.813 0.4429 -0.1737 -0.0026 0.068
H 2.908 4.463 -0.086 -0.0839 -0.0864 -0.1275 0.075
H -0.359 1.008 4.288 0.0542 -0.1411 0.3449 0.108
H 0.955 1.878 5.168 -0.3222 0.0482 -0.1400 0.121
H -1.258 2.196 6.313 -0.0129 0.0226 0.1053 0.072
H -0.746 3.746 5.610 0.0300 -0.0662 -0.0028 0.077
H -1.972 2.742 4.787 0.2479 0.0636 0.1931 0.080
C 6.231 -1.612 2.055 -0.4392 -0.0401 -0.1105 -0.073
N 5.819 -1.742 0.663 0.9970 0.5527 -0.2624 -0.247
C 6.586 -2.740 -0.071 -0.4500 0.0463 0.0088 -0.077
C 4.470 -1.524 0.333 -1.2060 0.0691 0.0529 -0.237
C 4.054 -0.349 -0.334 0.5338 -0.2917 0.0148 0.016
C 2.716 -0.092 -0.582 -0.7348 -0.1233 0.0596 0.010
C 1.663 -0.976 -0.146 1.6277 -0.0201 0.4905 -0.169
C 0.304 -0.606 -0.348 -0.0732 -0.2839 -0.5986 0.115
C -0.865 -1.419 -0.371 -1.3213 -0.4272 0.1253 -0.165
C -2.090 -0.875 -0.899 0.4490 -0.0073 0.2120 0.025
C -3.280 -1.592 -0.908 -0.1851 -0.3921 -0.0150 0.019
C -3.358 -2.902 -0.378 0.8810 0.5849 0.3144 -0.233
N -4.584 -3.590 -0.298 -0.9889 0.2068 -0.5032 -0.245
C -4.801 -4.779 -1.112 0.4478 0.2119 0.1226 -0.077
C -5.276 -3.642 0.985 0.3860 0.1727 -0.0282 -0.071
C -2.163 -3.467 0.110 0.0077 -0.0813 -0.1449 0.007
C -0.969 -2.770 0.085 0.1801 0.0412 -0.1072 0.004
C 2.124 -2.166 0.500 -0.3267 0.0349 -0.2492 -0.001
C 3.463 -2.441 0.701 0.2686 0.0649 -0.0390 0.006
H 5.688 -0.782 2.525 0.1820 -0.2059 -0.0714 0.095
H 6.040 -2.535 2.630 0.0398 0.1379 0.0420 0.083
H 7.307 -1.401 2.085 -0.2297 -0.0097 0.0312 0.086
H 6.301 -2.715 -1.130 0.1365 -0.0553 0.2216 0.092
H 7.653 -2.501 0.023 -0.2203 -0.0760 -0.0799 0.085
H 6.422 -3.757 0.323 0.0742 0.0298 -0.1311 0.082
H 4.838 0.349 -0.659 -0.4803 -0.2646 0.1397 0.128
H 2.445 0.795 -1.162 0.0452 -0.1747 0.3858 0.110
H 0.144 0.429 -0.634 0.0335 0.0575 -0.1537 0.118
H -2.068 0.122 -1.341 -0.0302 -0.1476 0.2916 0.124
H -4.192 -1.170 -1.344 0.4147 -0.0604 0.2414 0.124
H -4.356 -4.632 -2.103 -0.1357 -0.0990 0.1980 0.092
H -4.368 -5.682 -0.651 -0.0528 -0.0207 -0.1339 0.081
H -5.882 -4.933 -1.223 0.2387 0.0146 -0.0284 0.086
H -5.151 -2.688 1.511 -0.0839 -0.2483 -0.0879 0.096
H -6.343 -3.817 0.801 0.1938 0.0751 0.0807 0.085
H -4.895 -4.457 1.624 -0.0720 0.1185 0.0221 0.084
H -2.189 -4.490 0.504 0.0670 0.4178 -0.1688 0.126
H -0.081 -3.300 0.404 -0.4335 0.0738 0.0170 0.082
H 1.406 -2.896 0.852 0.4097 0.2632 0.0984 0.084
H 3.764 -3.388 1.163 -0.1862 0.3956 -0.0437 0.125


Record 2
91
Properties=species:S:1:pos:R:3:forces:R:3:lowdin_charge:R:1 method="wB97M-V/def2-TZVPD" mol_weight_g_mol=1057.84 gap_ev=5.690 multiplicity=1 relative_energy_kcal_mol=26.7 e_tot_ev=-213526.6494 charge=-2
Pb 0.604 0.543 -0.187 -0.4313 -0.1590 0.1238 1.403
Br -5.037 4.765 3.143 0.0396 -0.0272 -0.0221 0.605
C -3.340 4.263 2.409 -0.0168 0.1715 -0.0011 -0.719
C -2.622 5.189 1.646 0.0052 -0.1352 -0.0292 -0.167
C -1.413 4.834 1.096 0.0507 -0.1238 0.0517 -0.028
C -0.836 3.521 1.253 -0.3261 -0.0921 -0.0141 -0.417
O 0.170 3.148 0.587 0.1074 0.0963 -0.0457 -0.197
C -1.546 2.671 2.194 0.1572 0.0317 -0.0521 -0.143
C -0.918 1.473 2.744 -0.1718 -0.2536 0.0585 -0.120
N 0.338 1.430 2.920 0.3538 0.4740 -0.1032 0.100
C 1.101 0.527 3.605 -0.1956 -0.2093 0.2052 -0.211
C 0.798 0.080 4.881 0.0332 0.0378 -0.2324 -0.019
C 1.719 -0.682 5.625 0.0306 -0.0544 -0.0268 -0.100
C 2.938 -1.024 5.105 -0.0826 -0.0159 0.0993 -0.073
C 3.284 -0.599 3.800 -0.0495 0.1157 -0.1520 -0.173
C 4.524 -0.912 3.195 -0.0232 -0.0337 -0.0142 -0.024
C 4.820 -0.411 1.964 0.1116 -0.0423 0.0042 -0.054
C 3.865 0.398 1.313 -0.1511 0.0499 0.0398 -0.149
N 2.683 0.659 1.809 0.2214 0.0888 -0.0282 0.076
C 2.381 0.186 3.046 -0.0543 -0.1258 0.0599 -0.167
C -2.801 3.028 2.689 0.1422 -0.1025 0.0305 -0.114
H -3.031 6.180 1.476 0.0302 -0.0521 0.0161 0.085
H -0.851 5.549 0.509 -0.0185 -0.0229 -0.1117 0.098
H -1.568 0.626 3.018 0.0058 0.1131 0.0473 0.138
H -0.154 0.363 5.311 0.0160 0.0135 0.0315 0.105
H 1.457 -0.993 6.631 -0.0126 -0.0077 -0.0523 0.094
H 3.650 -1.602 5.685 -0.0279 -0.0008 -0.0615 0.099
H 5.222 -1.554 3.723 -0.0001 0.0436 0.0046 0.109
H 5.762 -0.630 1.474 -0.0392 0.0197 0.0045 0.101
H 4.088 0.840 0.347 0.0002 -0.1188 0.0320 0.083
H -3.321 2.341 3.349 -0.0161 -0.0019 -0.0635 0.102
O -0.176 -1.900 -1.762 -0.1682 0.3883 0.2536 -0.058
C -0.555 -2.916 -1.219 0.0156 -0.1111 -0.0659 -0.216
C -0.137 -3.465 0.069 0.2801 0.3645 0.1455 -0.097
C -0.643 -4.711 0.381 -0.0938 -0.3224 0.0605 0.035
C -0.336 -5.351 1.571 0.1071 0.2371 -0.0138 -0.181
C 0.454 -4.684 2.535 -0.1369 -0.1910 -0.0224 -0.014
C 0.966 -3.457 2.265 0.0510 0.0640 -0.0698 0.006
C 0.769 -2.794 0.994 -0.1934 -0.1279 0.0864 -0.352
O 1.367 -1.710 0.779 -0.1183 0.1034 -0.3129 -0.179
N -0.827 -6.667 1.828 -0.1668 -0.0532 0.0411 -0.384
O -0.582 -7.189 2.912 0.1405 0.0330 0.1617 0.010
O -1.483 -7.245 0.967 -0.0109 0.0691 -0.1638 0.017
H -1.279 -3.561 -1.757 -0.0498 -0.0277 0.0865 0.129
H -1.302 -5.211 -0.320 0.0275 0.0399 -0.0032 0.121
H 0.628 -5.165 3.486 0.0254 -0.0279 0.0260 0.107
H 1.555 -2.920 3.003 -0.0050 -0.0544 -0.0745 0.103
Br -1.583 3.691 -3.723 0.2928 0.0685 0.0901 0.717
C -2.794 2.373 -3.083 -0.1108 -0.5175 0.2977 -0.743
C -4.058 2.378 -3.649 0.0265 0.0661 -0.0846 -0.147
C -4.938 1.395 -3.235 -0.0463 -0.0424 0.0029 -0.076
C -4.526 0.491 -2.276 -0.1115 0.0047 -0.0508 -0.018
C -3.248 0.599 -1.735 0.1103 0.1657 0.1137 -0.155
N -2.375 1.527 -2.157 -0.1344 0.1825 -0.0524 0.123
C -2.913 -0.388 -0.591 0.1533 -0.7236 0.4624 -0.637
O -3.693 -1.359 -0.544 0.2627 0.2597 -0.0144 -0.032
O -1.949 -0.155 0.192 -0.1914 0.3466 -0.7806 -0.179
H -4.328 3.117 -4.389 0.0305 -0.0001 0.0071 0.082
H -5.936 1.341 -3.659 0.0511 0.0098 0.0338 0.100
H -5.156 -0.308 -1.914 0.0331 0.0457 0.0121 0.108
C 1.032 0.015 -4.221 -0.2469 0.0429 0.0503 -0.241
Si 2.179 0.324 -2.713 0.3344 -0.2184 -0.4369 0.645
C 3.390 -1.231 -2.885 0.1047 -0.0055 0.1383 -0.649
C 4.552 -1.177 -1.883 0.0125 0.0279 -0.0426 -0.115
C 2.593 -2.501 -2.551 0.0217 -0.0103 0.0096 -0.125
C 3.965 -1.409 -4.296 0.0110 0.0613 -0.0387 -0.116
C 3.166 1.975 -3.198 0.1307 0.0110 0.1032 -0.655
C 3.244 2.845 -1.932 -0.0127 0.0114 -0.0452 -0.137
C 4.594 1.795 -3.734 -0.0338 0.1331 0.0241 -0.124
C 2.389 2.743 -4.271 0.0850 0.1135 0.0265 -0.137
H 1.566 0.014 -5.182 -0.0475 0.0191 0.1325 0.015
H 0.250 0.784 -4.272 0.0943 -0.1168 -0.0170 0.004
H 0.520 -0.947 -4.106 0.0799 0.1505 0.0099 0.009
H 4.168 -1.095 -0.863 0.0377 -0.0296 -0.0347 0.049
H 5.234 -0.339 -2.072 -0.1134 -0.2177 0.1257 0.054
H 5.143 -2.108 -1.938 -0.0494 0.1139 -0.0006 0.078
H 2.250 -2.486 -1.511 0.0187 -0.0109 -0.1494 0.057
H 3.234 -3.387 -2.688 -0.0245 0.0782 0.0079 0.080
H 1.715 -2.616 -3.195 0.1519 -0.0024 0.1011 0.064
H 4.575 -0.554 -4.605 -0.1101 -0.3448 0.0227 0.042
H 3.168 -1.545 -5.035 0.1111 0.0045 0.0653 0.067
H 4.606 -2.306 -4.327 -0.0743 0.0617 -0.0106 0.073
H 3.810 2.338 -1.138 -0.0710 0.1097 -0.1104 0.053
H 2.251 3.078 -1.525 0.1394 -0.0221 -0.0529 0.060
H 3.753 3.801 -2.149 -0.0591 -0.1190 0.0520 0.075
H 5.239 1.255 -3.032 -0.0711 0.1565 -0.1953 0.052
H 5.050 2.786 -3.908 -0.0498 -0.1002 0.0349 0.074
H 4.601 1.264 -4.692 0.0335 0.2055 0.1600 0.057
H 1.342 2.876 -4.000 -0.0720 0.0353 0.0095 0.022
H 2.425 2.221 -5.234 -0.0483 0.0725 0.0913 0.070
H 2.827 3.747 -4.411 -0.0410 -0.1368 -0.0011 0.078


Record 3
18
Properties=species:S:1:pos:R:3:forces:R:3:lowdin_charge:R:1 method="wB97M-V/def2-TZVPD" mol_weight_g_mol=114.15 gap_ev=8.960 multiplicity=1 relative_energy_kcal_mol=76.3 e_tot_ev=-10371.9961
C 0.065 -1.445 -1.071 0.1145 0.2773 0.2390 -0.020
C -2.140 0.686 0.322 0.1602 0.0312 0.0017 -0.047
C 0.355 -0.407 -0.001 0.2655 0.3839 -0.2572 -0.501
C -0.668 0.712 0.152 0.2699 0.3473 -0.1692 -0.212
N 0.893 -1.013 1.176 0.4506 -0.0255 -0.1459 0.096
C 0.254 1.633 -0.167 -0.2670 -0.1919 0.7046 -0.035
O 2.522 0.943 0.173 -0.3795 0.0429 0.4592 -0.041
N 1.288 0.741 -0.510 0.3329 -1.0178 -0.7036 -0.091
H 3.191 0.521 -0.382 -0.3048 0.0696 -0.0762 0.095
H 1.230 -0.312 1.827 -0.2557 -0.2496 0.1138 0.085
H 0.271 -1.697 1.586 0.0614 0.2471 0.1062 0.084
H 0.318 2.705 -0.215 -0.0465 0.2331 -0.1819 0.113
H -0.154 -0.950 -2.013 -0.0581 0.0175 -0.0818 0.085
H 0.925 -2.098 -1.193 0.0508 -0.0443 -0.0318 0.078
H -0.792 -2.047 -0.776 -0.1273 -0.1107 0.0051 0.078
H -2.532 1.700 0.355 -0.1126 0.0135 0.0151 0.077
H -2.414 0.172 1.244 -0.0682 -0.0052 0.0219 0.076
H -2.612 0.157 -0.508 -0.0861 -0.0184 -0.0189 0.078